{"formula": "C13H31NO3", "method": "the ωB97M-V functional and the def2-TZVPD basis", "elements": ["C", "C", "O", "H", "H", "H", "H", "H", "H", "C", "C", "O", "H", "H", "H", "H", "H", "H", "C", "C", "C", "C", "C", "C", "N", "O", "C", "C", "C", "H", "H", "H", "H", "H", "H", "H", "H", "H", "H", "H", "H", "H", "H", "H", "H", "H", "H", "H"], "positions_angstrom": [[2.56, 5.53, -3.50], [2.06, 6.68, -4.46], [2.98, 6.92, -5.54], [3.16, 5.86, -2.65], [3.13, 4.71, -3.96], [1.73, 5.12, -2.93], [1.96, 7.63, -3.93], [1.06, 6.41, -4.79], [2.86, 7.82, -5.86], [0.09, 1.16, -2.81], [0.87, 2.05, -1.81], [2.17, 2.19, -2.35], [0.59, 0.20, -2.95], [0.15, 1.48, -3.85], [-0.96, 0.95, -2.60], [0.97, 1.54, -0.86], [0.21, 2.91, -1.64], [2.56, 2.90, -1.83], [-0.47, 0.32, 2.31], [-0.34, -1.19, 1.90], [0.68, -1.87, 2.95], [0.60, -3.41, 2.94], [-0.78, -4.02, 3.05], [-1.82, -3.37, 2.01], [-1.70, -1.87, 1.98], [-2.62, -1.25, 1.12], [-1.65, -3.91, 0.60], [-3.29, -3.76, 2.43], [0.20, -1.27, 0.48], [-1.21, 0.45, 3.10], [-0.82, 0.91, 1.46], [0.40, 0.86, 2.68], [1.69, -1.67, 2.61], [0.76, -1.51, 3.98], [1.21, -4.06, 3.56], [0.98, -3.87, 2.02], [-1.22, -3.97, 4.04], [-0.75, -5.07, 2.73], [-0.62, -3.78, 0.27], [-2.05, -4.92, 0.48], [-2.14, -3.26, -0.12], [-3.54, -3.37, 3.41], [-4.03, -3.55, 1.65], [-3.43, -4.83, 2.56], [-0.42, -0.78, -0.28], [0.44, -2.25, 0.08], [1.08, -0.63, 0.54], [-3.30, -1.13, 1.78]], "nbo_charge": [-0.64, -0.06, -0.73, 0.20, 0.23, 0.20, 0.16, 0.16, 0.47, -0.64, -0.07, -0.71, 0.21, 0.22, 0.21, 0.16, 0.16, 0.47, -0.62, 0.14, -0.41, -0.42, -0.39, 0.14, -0.23, -0.59, -0.66, -0.63, -0.65, 0.22, 0.21, 0.22, 0.21, 0.22, 0.22, 0.20, 0.20, 0.21, 0.20, 0.21, 0.23, 0.21, 0.22, 0.21, 0.23, 0.21, 0.21, 0.48], "e_lumo_ev": 0.8, "gap_ev": 8.86, "smiles": "CC1(C)CCCC(C)(C)N1O.CCO.CCO", "total_charge": 0}

=====

{"formula": "C14H22AlO9", "method": "the ωB97M-V functional and the def2-TZVPD basis", "elements": ["Al", "C", "C", "O", "O", "H", "H", "H", "O", "H", "O", "C", "O", "C", "C", "C", "H", "H", "H", "H", "H", "H", "O", "C", "O", "C", "C", "C", "H", "H", "H", "H", "H", "H", "O", "C", "O", "C", "C", "C", "H", "H", "H", "H", "H", "H"], "positions_angstrom": [[-0.19, 1.88, -0.57], [-1.34, 6.75, -0.99], [-1.06, 5.23, -0.94], [-0.02, 4.75, -1.40], [-1.83, 4.58, -0.27], [-0.61, 7.19, -1.67], [-1.06, 7.05, 0.02], [-2.31, 7.21, -1.18], [-0.72, -0.78, 0.11], [-1.39, -1.49, 0.22], [2.23, 0.18, -0.82], [2.52, -0.95, -0.42], [3.23, -1.80, -1.19], [3.87, -2.87, -0.46], [3.39, -2.70, 1.03], [2.25, -1.63, 0.90], [4.94, -2.80, -0.62], [3.46, -3.72, -1.01], [4.21, -2.49, 1.71], [2.92, -3.64, 1.31], [2.27, -0.84, 1.65], [1.28, -2.08, 0.69], [-2.07, 1.59, 1.60], [-2.16, 1.45, 2.76], [-2.47, 2.50, 3.46], [-2.52, 2.15, 4.86], [-2.58, 0.60, 4.88], [-1.91, 0.22, 3.61], [-3.38, 2.49, 5.43], [-1.61, 2.44, 5.37], [-3.60, 0.23, 4.72], [-2.22, 0.16, 5.80], [-2.19, -0.67, 3.04], [-0.84, 0.23, 3.82], [0.31, -0.08, -2.78], [0.25, -1.13, -3.37], [-0.11, -1.24, -4.63], [-0.29, -2.68, -4.92], [-0.03, -3.59, -3.72], [0.60, -2.48, -2.83], [0.30, -2.95, -5.80], [-1.28, -2.93, -5.31], [0.70, -4.25, -4.17], [-0.95, -3.99, -3.29], [1.68, -2.63, -2.86], [0.33, -2.46, -1.77]], "nbo_charge": [1.47, -0.64, 0.74, -0.56, -0.50, 0.24, 0.25, 0.26, -0.87, 0.45, -0.61, 0.84, -0.49, -0.07, -0.44, -0.52, 0.21, 0.19, 0.24, 0.23, 0.25, 0.26, -0.63, 0.82, -0.45, -0.08, -0.43, -0.52, 0.22, 0.19, 0.21, 0.23, 0.25, 0.23, -0.63, 0.82, -0.45, -0.09, -0.44, -0.55, 0.20, 0.20, 0.24, 0.23, 0.26, 0.24], "e_lumo_ev": -8.3, "gap_ev": 4.16, "total_charge": 1}

=====

{"formula": "C19H16ClN5O2", "method": "the ωB97M-V functional and the def2-TZVPD basis", "elements": ["O", "Cl", "N", "N", "O", "C", "C", "C", "C", "C", "C", "C", "C", "C", "C", "C", "C", "C", "C", "C", "C", "C", "N", "N", "N", "C", "C", "H", "H", "H", "H", "H", "H", "H", "H", "H", "H", "H", "H", "H", "H", "H", "H"], "positions_angstrom": [[-3.31, 1.32, -0.96], [7.30, 3.35, 2.99], [0.83, -1.37, 0.07], [-2.80, -2.03, -0.27], [5.62, 2.92, 0.26], [-2.92, 0.17, -0.76], [-0.27, -2.07, 0.08], [-1.56, -1.49, -0.26], [0.77, 0.00, -0.16], [-0.43, 0.62, -0.49], [-7.88, -1.73, -0.74], [-6.98, -2.71, -0.35], [-7.34, -0.50, -1.12], [4.48, 0.78, 0.39], [3.29, 2.82, -0.09], [3.30, 0.06, 0.32], [2.08, 2.13, -0.16], [-5.58, -2.46, -0.24], [-5.97, -0.21, -1.04], [4.49, 2.17, 0.22], [2.07, 0.74, -0.01], [-5.04, -1.19, -0.58], [-0.04, -3.40, 0.30], [-1.60, -0.15, -0.59], [-3.65, -0.99, -0.48], [7.12, 1.92, 1.91], [6.92, 2.29, 0.44], [-0.48, 1.72, -0.63], [-8.93, -1.95, -0.91], [-7.35, -3.72, -0.11], [-7.98, 0.25, -1.55], [5.37, 0.20, 0.62], [3.26, 3.87, -0.28], [3.37, -1.03, 0.46], [1.21, 2.75, -0.34], [-4.91, -3.26, 0.09], [-5.60, 0.76, -1.35], [0.91, -3.65, 0.62], [-0.86, -3.97, 0.45], [6.30, 1.30, 2.29], [8.06, 1.33, 1.96], [7.73, 3.01, 0.19], [6.99, 1.39, -0.19]], "nbo_charge": [-0.63, -0.06, -0.52, -0.27, -0.49, 0.73, 0.41, 0.26, 0.23, -0.10, -0.23, -0.20, -0.18, -0.27, -0.26, -0.17, -0.16, -0.23, -0.24, 0.31, -0.13, 0.14, -0.78, -0.37, -0.23, -0.40, -0.09, 0.24, 0.22, 0.22, 0.21, 0.20, 0.23, 0.23, 0.21, 0.24, 0.25, 0.42, 0.41, 0.22, 0.22, 0.22, 0.19], "e_lumo_ev": -0.1, "gap_ev": 7.55, "smiles": "Nc1nc(-c2ccc(OCCCl)cc2)cn2c(=O)n(-c3ccccc3)nc12", "total_charge": 0}

=====

{"formula": "C5H8O3", "method": "the ωB97M-V functional and the def2-TZVPD basis", "elements": ["C", "C", "C", "C", "C", "O", "O", "O", "H", "H", "H", "H", "H", "H", "H", "H"], "positions_angstrom": [[2.88, 0.52, -0.43], [0.25, 1.07, 0.15], [-0.49, -0.68, -1.14], [-0.78, -0.91, 1.40], [-0.82, 0.02, 0.17], [3.56, -0.22, 0.15], [0.01, 2.25, 0.14], [-2.09, 0.78, 0.07], [3.07, 1.17, -1.35], [0.48, -1.13, -1.03], [-1.19, -1.43, -1.32], [-0.55, 0.09, -1.95], [-0.98, -1.97, 1.13], [0.19, -0.73, 2.06], [-1.79, -0.56, 1.96], [-1.75, 1.73, 0.02]], "nbo_charge": [0.39, 0.53, -0.61, -0.65, 0.08, -0.46, -0.56, -0.73, 0.14, 0.22, 0.22, 0.22, 0.23, 0.24, 0.25, 0.48], "e_lumo_ev": [-0.2, 0.2], "gap_ev": [8.02, 8.67], "total_charge": 0}

=====

{"formula": "C8H12F3N2", "method": "the ωB97M-V functional and the def2-TZVPD basis", "elements": ["C", "C", "C", "C", "C", "C", "C", "C", "N", "N", "F", "F", "F", "H", "H", "H", "H", "H", "H", "H", "H", "H", "H", "H", "H"], "positions_angstrom": [[2.86, -1.90, -1.58], [1.89, -1.74, -0.70], [-0.96, 1.11, -0.36], [-0.02, -0.89, 0.43], [-1.19, 2.53, -0.25], [-1.98, 0.22, -1.03], [-1.03, -1.33, 1.46], [1.12, 1.18, 0.72], [0.11, 0.46, 0.05], [1.02, -1.80, 0.24], [2.26, 0.45, 0.87], [0.83, 1.52, 1.94], [1.43, 2.29, 0.08], [2.95, -2.73, -2.27], [3.69, -1.20, -1.52], [-0.65, 3.00, 0.54], [-2.22, 2.84, -0.07], [-0.74, 2.92, -1.18], [-2.82, 0.62, -1.56], [-1.40, -0.43, -1.55], [-2.50, -0.32, -0.23], [-1.59, -0.49, 1.72], [-1.73, -2.02, 1.08], [-0.45, -1.74, 2.30], [1.14, -2.55, 0.87]], "nbo_charge": [-0.41, 0.33, 0.47, 0.07, -0.72, -0.67, -0.64, 1.10, -0.40, -0.44, -0.31, -0.29, -0.29, 0.27, 0.26, 0.26, 0.27, 0.29, 0.26, 0.24, 0.25, 0.22, 0.22, 0.23, 0.43], "e_lumo_ev": [-4.2, -4.2], "gap_ev": [6.94, 6.94], "total_charge": 1}

=====

{"formula": "C5H9NO", "method": "the ωB97M-V functional and the def2-TZVPD basis", "elements": ["C", "C", "N", "C", "O", "C", "C", "H", "H", "H", "H", "H", "H", "H", "H", "H"], "positions_angstrom": [[1.48, -1.17, 0.10], [0.39, -0.41, 0.83], [0.71, 1.01, 1.07], [-0.38, 1.50, 0.42], [-0.70, 2.61, 0.06], [-0.95, 0.10, 0.17], [-1.38, 0.00, -1.29], [1.69, -0.76, -0.89], [1.25, -2.23, 0.01], [2.41, -1.09, 0.70], [0.18, -0.92, 1.78], [1.62, 1.45, 1.20], [-1.80, -0.14, 0.81], [-2.01, 0.87, -1.47], [-1.97, -0.89, -1.52], [-0.54, 0.07, -1.99]], "nbo_charge": [-0.63, -0.02, -0.63, 0.69, -0.59, -0.32, -0.61, 0.21, 0.22, 0.21, 0.18, 0.40, 0.22, 0.24, 0.21, 0.21], "e_lumo_ev": 0.9, "gap_ev": 10.57, "smiles": "C[C@@H]1C(=O)N[C@@H]1C", "total_charge": 0}

=====

{"formula": "C3H2N4", "method": "the ωB97M-V functional and the def2-TZVPD basis", "elements": ["N", "C", "C", "C", "N", "N", "N", "H", "H"], "positions_angstrom": [[3.11, 0.09, -0.09], [1.97, 0.19, 0.01], [0.56, 0.26, 0.15], [-0.33, -0.74, -0.06], [-1.56, -0.20, 0.13], [-1.39, 1.15, 0.50], [-0.15, 1.38, 0.56], [-0.29, -1.76, -0.39], [-1.91, -0.38, -0.80]], "nbo_charge": [-0.27, 0.26, -0.10, 0.01, -0.41, -0.01, -0.14, 0.24, 0.41], "e_lumo_ev": 0.1, "gap_ev": 10.78, "smiles": "N#Cc1c[nH]nn1", "total_charge": 0}

=====

Going through the records in order, we get E values of -21612.880 -39886.135 -44030.108 -11452.529 -19612.313 -8868.324 -9101.289 eV.